{"formula": "C2H4NO", "method": "ωB97M-V with the def2-TZVPD basis set", "total_energy_ha": -208.1027, "gap_ev": [8.5, 8.5], "charge": 1, "homo_ev": [-16.636, -16.635], "relative_energy_kcal_mol": 105.35, "species": ["C", "N", "H", "H", "H", "C", "H", "O"], "positions_angstrom": [[1.53, -0.41, -0.01], [0.23, -0.23, -0.04], [1.94, -1.41, 0.07], [2.16, 0.47, -0.04], [-1.92, 0.59, -0.97], [-1.76, 0.09, -0.02], [-2.13, 0.46, 0.94], [-0.86, -1.02, -0.01]]}